5 unconnected molecules or ions with the total composition C23H43N2O8S4 at a distorted geometry. Source: the Open Molecules 2025 dataset; level of theory: ωB97M-V with the def2-TZVPD basis set.

Computed properties:
Orbital gap (eV): 7.2
HOMO level (eV): -11.5
E_LUMO (Eh): -0.1565
Total charge: +1
Multiplicity: 1
Molecular weight (g mol⁻¹): 603.87
E (eV): -87237.98274

Each line ends with the Löwdin charge.
Geometry (Å):
C  6.1490  -1.4980  7.2966  -0.114
N  5.1782  -1.3387  6.1717  -0.121
C  4.6090  -2.6251  5.7060  -0.201
C  5.6276  -3.1721  4.5604  -0.071
C  6.6172  -4.3513  4.7966  0.045
C  7.5591  -4.7258  3.6141  0.015
N  7.5017  -3.9996  2.3681  0.029
C  6.5918  -2.8903  2.0990  0.025
C  5.5778  -2.3976  3.1931  0.068
H  6.4964  -2.6018  7.3401  0.080
H  5.7550  -1.1830  8.3221  0.096
H  7.0777  -0.8645  7.0311  0.094
H  4.4591  -0.6215  6.3557  0.080
H  3.5534  -2.5382  5.2525  0.140
H  4.5615  -3.4523  6.4956  0.118
H  6.6289  -4.8926  5.8060  0.121
H  8.3169  -5.5762  3.7992  0.145
H  8.1415  -4.2428  1.5896  0.163
H  6.6036  -2.3201  1.0986  0.141
H  4.8562  -1.5193  3.0120  0.121
C  1.4918  2.0465  3.1821  -0.234
C  1.5547  3.4494  3.7868  -0.206
C  2.1280  3.3160  5.1996  -0.217
S  3.1722  1.8641  5.1793  0.662
O  2.5902  0.8633  6.0499  -0.340
O  4.5561  2.2698  5.2889  -0.332
C  2.8383  1.4051  3.4882  -0.229
H  1.2962  2.0764  2.1084  0.053
H  0.6873  1.4751  3.6569  0.129
H  2.2139  4.0783  3.1795  0.122
H  0.5719  3.9261  3.8041  0.121
H  2.7245  4.1862  5.4761  0.107
H  1.3400  3.1554  5.9378  0.108
H  2.8284  0.3189  3.3922  0.094
H  3.6279  1.8315  2.8648  0.113
C  -1.5718  3.1688  -1.8658  -0.224
C  -1.5095  4.5735  -1.2625  -0.213
C  -0.9388  4.4406  0.1501  -0.220
S  0.1045  2.9871  0.1324  0.682
O  -0.4803  1.9910  1.0020  -0.320
O  1.4904  3.3933  0.2446  -0.331
C  -0.2267  2.5260  -1.5576  -0.235
H  -1.7656  3.1974  -2.9403  0.124
H  -2.3763  2.5989  -1.3917  0.108
H  -0.8490  5.2017  -1.8692  0.119
H  -2.4920  5.0509  -1.2472  0.117
H  -0.3421  5.3109  0.4268  0.105
H  -1.7279  4.2811  0.8874  0.108
H  -0.2377  1.4411  -1.6526  0.063
H  0.5643  2.9510  -2.1806  0.117
C  -3.3568  -2.5845  -2.2879  -0.216
C  -3.7342  -1.9848  -3.6438  -0.211
C  -3.1282  -0.5819  -3.7108  -0.233
S  -1.6771  -0.6155  -2.6648  0.692
O  -1.9003  0.2661  -1.5398  -0.335
O  -0.4919  -0.5300  -3.4897  -0.316
C  -1.8721  -2.2994  -2.1092  -0.230
H  -3.5672  -3.6553  -2.2451  0.119
H  -3.9310  -2.0944  -1.4946  0.122
H  -3.3177  -2.6046  -4.4448  0.128
H  -4.8152  -1.9530  -3.7834  0.087
H  -2.8357  -0.3185  -4.7256  0.087
H  -3.8132  0.1695  -3.3146  0.111
H  -1.5382  -2.3917  -1.0757  0.109
H  -1.2678  -2.9370  -2.7586  0.111
C  -7.8640  -0.4458  -6.0861  -0.219
C  -7.7628  -0.2143  -7.5945  -0.215
C  -6.2926  0.0545  -7.9202  -0.219
S  -5.3379  -0.8017  -6.6723  0.679
O  -4.6393  0.1809  -5.8714  -0.326
O  -4.6585  -1.9244  -7.2780  -0.316
C  -6.7345  -1.4064  -5.7389  -0.234
H  -8.8372  -0.8519  -5.8027  0.120
H  -7.7256  0.5027  -5.5567  0.122
H  -8.0992  -1.1117  -8.1240  0.121
H  -8.3961  0.6142  -7.9195  0.119
H  -6.0226  -0.3264  -8.9058  0.108
H  -6.0564  1.1182  -7.8550  0.108
H  -6.4947  -1.4201  -4.6770  0.087
H  -6.9564  -2.4175  -6.0880  0.117

Force components x, y, z for each atom (eV/Å):
C 1.1 0.0 -0.2
N -0.7 -1.0 0.5
C 0.6 -0.8 -0.7
C 0.9 -0.2 -2.0
C -0.1 2.3 -4.1
C -2.4 1.9 1.9
N -2.0 1.1 1.9
C -2.0 0.3 3.6
C 3.6 -3.8 0.1
H -0.6 1.8 0.1
H 0.4 -0.5 -1.5
H -1.4 -1.0 0.7
H 0.4 -0.7 -0.1
H 1.7 0.1 0.6
H 0.0 1.2 -0.8
H 0.1 0.8 -1.9
H -1.3 1.7 -0.9
H -0.5 0.1 0.9
H 0.4 -1.5 1.6
H 1.4 -1.6 0.3
C -0.1 -0.1 -0.1
C 0.0 0.1 -0.2
C -0.4 0.5 0.1
S 0.2 0.5 -0.5
O 0.5 -0.2 0.2
O -0.2 -0.4 0.4
C -0.1 -0.1 -0.3
H 0.3 -0.2 0.7
H 0.1 0.0 -0.1
H -0.1 -0.1 0.0
H 0.1 0.0 0.0
H 0.1 -0.2 0.1
H 0.2 -0.1 0.0
H 0.1 0.0 0.2
H 0.0 0.0 0.1
C -0.2 0.0 0.1
C 0.0 0.2 -0.3
C -0.3 0.5 0.1
S -0.4 0.2 -1.1
O 0.2 0.2 0.0
O 0.0 -0.3 0.5
C 0.1 0.0 -0.4
H 0.0 0.0 0.1
H 0.2 0.0 -0.1
H -0.1 0.0 0.1
H 0.1 0.0 0.0
H 0.0 -0.2 0.1
H 0.1 -0.1 0.0
H 0.2 0.4 0.2
H 0.0 0.0 0.2
C -0.2 0.0 0.1
C 0.1 -0.2 -0.1
C -0.1 0.0 -0.2
S -0.3 -0.6 -0.5
O 0.1 -0.4 -0.1
O 0.0 0.4 0.5
C 0.0 -0.5 0.3
H 0.0 0.1 0.0
H 0.1 -0.1 0.0
H -0.1 0.1 0.0
H 0.2 0.0 0.1
H 0.1 0.1 0.3
H 0.2 0.0 0.0
H 0.1 0.1 -0.1
H 0.0 0.1 0.0
C -0.1 0.2 0.1
C -0.2 -0.1 -0.1
C -0.3 0.3 -0.4
S -0.2 -0.3 -0.3
O -0.1 -0.2 -0.4
O 0.2 0.4 0.4
C -0.4 -0.1 0.2
H 0.1 0.0 0.0
H 0.0 -0.1 0.0
H 0.0 0.1 0.1
H 0.1 -0.1 0.0
H 0.2 0.0 0.2
H 0.1 -0.1 0.1
H 0.1 0.0 -0.1
H 0.1 0.1 0.0